P.
Molecular formula: C4H6N2OS
Method: DFT, ωB97M-V/def2-TZVPD

Structure (ORCA input):
```
! wB97M-V def2-TZVPD RIJCOSX def2/J DEFGRID3
* xyz 0 1
S -1.56 0.24 0.61
O 0.32 -2.17 -0.27
N 1.68 0.65 -1.73
N 0.75 -0.80 -0.15
C 1.62 -0.58 -1.36
C -0.01 0.30 -0.04
C 0.67 1.21 -0.93
C -1.29 1.09 2.31
H -1.18 2.21 1.98
H -2.19 1.08 2.89
H 2.26 -1.42 -1.69
H 0.64 2.41 -0.80
H 0.24 -2.50 0.61
H -0.47 0.67 2.68
*
```

The LUMO energy comes out at 0.475 eV. The calculation puts the gap between HOMO and LUMO at 9.0 eV. Its SMILES is CSc1cncn1O.

Now the natural (NBO) charges, all in e: 0.234 -0.540 -0.421 -0.113 0.187 -0.175 -0.057 -0.658 0.219 0.224 0.209 0.214 0.475 0.202

Q.
Molecular formula: C4H6N2OS
Method: DFT, ωB97M-V/def2-TZVPD

Structure (ORCA input):
```
! wB97M-V def2-TZVPD RIJCOSX def2/J DEFGRID3
* xyz 0 1
S 2.15 -1.38 0.08
O 2.09 1.64 -0.27
N -1.07 -1.65 -0.59
N 0.95 0.96 -0.04
C -0.60 -0.63 0.37
C -1.27 0.70 0.17
C -0.31 1.62 -0.03
C 0.87 -0.35 0.14
H -0.35 2.65 -0.21
H -0.63 -0.97 1.42
H -1.92 -2.03 -0.29
H 2.83 0.96 -0.33
H -0.41 -2.42 -0.65
H -2.34 0.90 0.23
*
```

The LUMO energy comes out at 0.375 eV. The calculation puts the gap between HOMO and LUMO at 8.7 eV. Its SMILES is N[C@@H]1C=CN(O)C1=S.

Now the natural (NBO) charges, all in e: -0.208 -0.523 -0.810 -0.080 -0.155 -0.210 -0.026 0.088 0.230 0.221 0.356 0.506 0.378 0.235

R.
Molecular formula: C4H6N2OS
Method: DFT, ωB97M-V/def2-TZVPD

Structure (ORCA input):
```
! wB97M-V def2-TZVPD RIJCOSX def2/J DEFGRID3
* xyz 0 1
S 2.84 -0.74 0.70
O -0.91 -0.63 0.11
N 0.35 -2.04 1.63
N 0.31 -1.30 0.38
C 1.33 -0.49 0.05
C -1.58 1.54 -0.96
C 0.78 0.66 -0.55
C -0.60 0.53 -0.51
H -2.49 1.28 -1.68
H 1.29 -1.58 2.11
H 1.44 1.42 -1.00
H -1.03 2.38 -1.43
H -2.17 2.01 -0.19
H 0.44 -3.04 1.34
*
```

The LUMO energy comes out at 0.217 eV. The calculation puts the gap between HOMO and LUMO at 8.6 eV. Its SMILES is Cc1cc(=S)n(N)o1.

Now the natural (NBO) charges, all in e: -0.214 -0.281 -0.654 0.021 0.030 -0.682 -0.366 0.374 0.250 0.395 0.255 0.244 0.247 0.380

S.
Molecular formula: C4H6N2OS
Method: DFT, ωB97M-V/def2-TZVPD

Structure (ORCA input):
```
! wB97M-V def2-TZVPD RIJCOSX def2/J DEFGRID3
* xyz 0 1
S 2.06 0.25 1.30
O -2.74 0.59 0.11
N -1.49 0.14 -0.31
N -0.84 1.18 1.62
C 2.04 -1.29 -1.42
C 0.79 -0.14 0.34
C 0.88 -1.06 -0.77
C -0.57 0.45 0.55
H -1.65 1.87 1.50
H -0.05 -1.59 -0.98
H 2.93 -0.76 -1.09
H -3.40 0.51 -0.60
H 2.16 -1.73 -2.47
H -0.11 1.57 2.21
*
```

The LUMO energy comes out at -1.064 eV. The calculation puts the gap between HOMO and LUMO at 7.8 eV. Its SMILES is C=CC(=S)/C(N)=N/O.

Now the natural (NBO) charges, all in e: 0.011 -0.591 -0.177 -0.804 -0.286 -0.118 -0.286 0.278 0.410 0.244 0.204 0.489 0.214 0.413

We find Q to be the most stable, with the next structure 56.1 kJ/mol higher.

P.
Molecular formula: C4H6N2OS
Method: DFT, ωB97M-V/def2-TZVPD

Structure (ORCA input):
```
! wB97M-V def2-TZVPD RIJCOSX def2/J DEFGRID3
* xyz 0 1
S 1.72 -1.04 -0.64
O 0.32 2.05 -0.28
N -2.04 -0.49 0.52
N -1.46 0.52 -0.37
C 2.20 0.07 0.76
C -0.10 0.97 0.03
C -3.25 -0.83 -0.02
C 0.84 -0.12 0.71
H 2.98 -0.36 1.37
H -1.96 1.37 -0.79
H -4.00 -0.38 -1.00
H 0.27 -0.73 1.46
H 2.60 1.09 0.54
H -3.68 -1.52 0.93
*
```

The LUMO energy comes out at 0.395 eV. The calculation puts the gap between HOMO and LUMO at 9.2 eV. Its SMILES is C=NNC(=O)[C@@H]1CS1.

Now the natural (NBO) charges, all in e: 0.068 -0.571 -0.233 -0.541 -0.471 0.695 -0.154 -0.385 0.246 0.401 0.226 0.263 0.244 0.212

Q.
Molecular formula: C4H6N2OS
Method: DFT, ωB97M-V/def2-TZVPD

Structure (ORCA input):
```
! wB97M-V def2-TZVPD RIJCOSX def2/J DEFGRID3
* xyz 0 1
S 1.73 -1.30 0.00
O 1.73 1.37 0.01
N -2.44 0.72 0.00
N -0.98 -1.09 0.00
C -2.23 -0.54 0.00
C 2.66 0.29 -0.01
C 0.21 -0.38 0.00
C 0.42 0.96 0.00
H -3.41 0.94 0.00
H 3.29 0.34 0.91
H 3.28 0.35 -0.90
H -0.90 -2.10 0.00
H -0.34 1.74 -0.03
H -3.02 -1.31 0.00
*
```

The LUMO energy comes out at 0.562 eV. The calculation puts the gap between HOMO and LUMO at 7.9 eV. Its SMILES is [H]/N=C/NC1=COCS1.

Now the natural (NBO) charges, all in e: 0.177 -0.494 -0.732 -0.595 0.282 -0.168 -0.079 0.057 0.351 0.193 0.193 0.407 0.254 0.156

We find Q to be the most stable, with the next structure 277.0 kJ/mol higher.

P.
Molecular formula: C3H5NO3
Method: DFT, ωB97M-V/def2-TZVPD

Structure (ORCA input):
```
! wB97M-V def2-TZVPD RIJCOSX def2/J DEFGRID3
* xyz 0 1
O -0.78 -1.36 -2.18
O -1.90 -0.47 -0.43
O 2.06 0.30 2.06
N 0.28 0.18 -0.87
C 1.07 -0.12 1.51
C -0.78 -0.62 -1.23
C 0.39 0.74 0.48
H 0.98 1.65 0.33
H 1.12 -0.17 -1.28
H 0.70 -1.15 1.68
H -2.56 -0.02 -0.95
H -0.58 1.03 0.87
*
```

The LUMO energy comes out at 0.476 eV. The calculation puts the gap between HOMO and LUMO at 10.6 eV. Its SMILES is O=CCNC(=O)O.

Now the natural (NBO) charges, all in e: -0.595 -0.732 -0.495 -0.618 0.413 0.869 -0.334 0.223 0.404 0.123 0.499 0.243

Q.
Molecular formula: C3H5NO3
Method: DFT, ωB97M-V/def2-TZVPD

Structure (ORCA input):
```
! wB97M-V def2-TZVPD RIJCOSX def2/J DEFGRID3
* xyz 0 1
O 0.62 -1.63 -1.65
O -1.38 2.13 -0.13
O -1.13 -0.49 0.07
N -0.19 0.25 -0.54
C -0.38 -0.93 1.31
C 0.65 -0.45 -1.31
C -0.17 1.62 -0.40
H 1.73 0.28 -1.61
H 0.65 -1.15 1.21
H 0.93 2.16 -0.62
H -0.35 -0.04 2.09
H -0.96 -1.76 1.58
*
```

The LUMO energy comes out at -0.073 eV. The calculation puts the gap between HOMO and LUMO at 10.4 eV. Its SMILES is CON(C=O)C=O.

Now the natural (NBO) charges, all in e: -0.550 -0.542 -0.300 -0.238 -0.262 0.545 0.474 0.093 0.192 0.191 0.188 0.208

R.
Molecular formula: C3H5NO3
Method: DFT, ωB97M-V/def2-TZVPD

Structure (ORCA input):
```
! wB97M-V def2-TZVPD RIJCOSX def2/J DEFGRID3
* xyz 0 1
O -0.47 -0.15 1.70
O 0.61 0.72 -2.19
O 1.67 -1.01 1.69
N 0.70 -0.44 -0.31
C 0.59 -0.38 1.15
C 0.05 0.39 -1.17
C -1.42 0.62 -0.81
H -1.86 -0.42 -0.72
H 1.52 -0.94 -0.63
H 1.74 -0.67 2.67
H -1.68 1.24 -1.71
H -1.46 1.05 0.32
*
```

The LUMO energy comes out at 0.320 eV. The calculation puts the gap between HOMO and LUMO at 10.6 eV. Its SMILES is CC(=O)NC(=O)O.

Now the natural (NBO) charges, all in e: -0.598 -0.572 -0.685 -0.689 0.896 0.689 -0.747 0.246 0.418 0.515 0.247 0.279

We find R to be the most stable, with the next structure 17.8 kJ/mol higher.

P.
Molecular formula: C7H13N2OS
Method: DFT, ωB97M-V/def2-TZVPD

Structure (ORCA input):
```
! wB97M-V def2-TZVPD RIJCOSX def2/J DEFGRID3
* xyz 1 1
S 1.43 1.50 -0.47
O 1.81 -1.88 1.07
N -1.65 -0.73 0.13
N 0.07 -0.04 1.36
C 1.85 -1.09 0.19
C 2.96 -0.92 -0.80
C -3.09 -1.01 -0.26
C -1.25 -0.33 1.33
C -0.73 -0.42 -0.85
C 0.37 2.84 0.13
C 0.65 -0.09 0.10
H 3.89 -0.63 -0.21
H -1.03 0.35 -1.44
H 0.67 0.24 2.22
H -3.47 -2.10 -0.11
H 1.12 3.49 0.42
H -0.54 -1.31 -1.54
H -3.71 -0.45 0.44
H 2.77 -0.25 -1.61
H -0.07 3.27 -0.72
H -1.83 -0.34 2.22
H 3.15 -1.85 -1.35
H -0.22 2.44 1.00
H -3.15 -0.70 -1.25
*
```

The LUMO energy comes out at -3.703 eV. The calculation puts the gap between HOMO and LUMO at 9.0 eV. Its SMILES is CS[C@]1(C(C)=O)CN(C)C=[NH+]1.

Now the natural (NBO) charges, all in e: 0.213 -0.492 -0.334 -0.555 0.583 -0.754 -0.404 0.394 -0.205 -0.728 -0.086 0.278 0.218 0.477 0.250 0.243 0.236 0.227 0.244 0.236 0.247 0.268 0.222 0.225

Q.
Molecular formula: C7H13N2OS
Method: DFT, ωB97M-V/def2-TZVPD

Structure (ORCA input):
```
! wB97M-V def2-TZVPD RIJCOSX def2/J DEFGRID3
* xyz 1 1
S -2.35 0.54 -1.25
O -1.76 1.34 1.74
N 1.55 0.45 0.12
N -1.10 -1.10 0.49
C 0.47 0.28 -0.87
C 1.84 -0.86 0.79
C -2.26 -1.51 0.43
C -0.91 0.19 -0.16
C -1.12 1.35 0.73
C 2.75 0.98 -0.69
C -3.28 -0.78 -0.36
H -2.32 -2.48 1.04
H 2.98 0.28 -1.38
H -4.01 -0.35 0.23
H 3.54 1.04 0.05
H -3.70 -1.60 -1.02
H 0.48 1.14 -1.56
H 2.65 -0.78 1.65
H 1.31 1.05 0.89
H -0.61 2.28 0.25
H 0.90 -1.01 1.34
H 1.87 -1.76 0.24
H 2.50 1.89 -1.04
H 0.56 -0.60 -1.64
*
```

The LUMO energy comes out at -3.095 eV. The calculation puts the gap between HOMO and LUMO at 9.7 eV. Its SMILES is C[NH+](C)C[C@]1(C=O)N=CCS1.

Now the natural (NBO) charges, all in e: 0.272 -0.478 -0.345 -0.451 -0.261 -0.467 0.174 -0.150 0.364 -0.361 -0.584 0.243 0.223 0.260 0.229 0.268 0.244 0.249 0.442 0.107 0.270 0.252 0.219 0.279

We find P to be the most stable, with the next structure 95.6 kJ/mol higher.

P.
Molecular formula: H12O6Rb
Method: DFT, ωB97M-V/def2-TZVPD

Structure (ORCA input):
```
! wB97M-V def2-TZVPD RIJCOSX def2/J DEFGRID3
* xyz 1 1
Rb 5.31 16.77 2.10
O 6.31 14.92 -2.03
O 7.86 19.90 -0.24
O 6.18 19.19 6.16
O 2.35 17.99 5.64
O 5.00 13.51 5.51
O 1.51 19.12 0.82
H 5.29 18.86 6.13
H 1.13 19.73 1.46
H 7.51 20.79 -0.18
H 6.37 15.69 -2.60
H 5.23 12.71 5.99
H 1.66 18.46 6.11
H 5.84 14.27 -2.55
H 4.15 13.77 5.87
H 7.64 19.62 -1.13
H 1.33 19.52 -0.03
H 2.13 17.06 5.75
H 6.13 20.05 5.75
*
```

The LUMO energy comes out at -3.637 eV. The calculation puts the gap between HOMO and LUMO at 10.4 eV.

Now the natural (NBO) charges, all in e: 0.997 -0.950 -0.944 -0.938 -0.954 -0.949 -0.953 0.469 0.476 0.475 0.471 0.482 0.483 0.479 0.467 0.470 0.477 0.471 0.469

Q.
Molecular formula: H12O6Rb
Method: DFT, ωB97M-V/def2-TZVPD

Structure (ORCA input):
```
! wB97M-V def2-TZVPD RIJCOSX def2/J DEFGRID3
* xyz 1 1
Rb 0.30 1.18 -0.19
O -1.75 1.31 -2.18
O 0.04 -1.64 0.92
O 0.37 -1.28 -1.79
O -1.87 1.65 1.58
O 2.85 0.30 -0.35
O 0.72 0.35 2.46
H -0.13 -2.62 1.08
H -1.75 1.71 2.51
H 0.05 0.44 3.14
H 0.97 -1.97 -1.55
H 0.08 -1.63 -0.01
H 0.61 -0.52 2.15
H -2.57 1.62 -2.58
H 2.63 -0.26 -1.08
H -2.76 1.89 1.43
H 3.80 0.32 -0.41
H -0.35 -1.71 -2.29
H -1.26 0.84 -2.84
*
```

The LUMO energy comes out at -3.317 eV. The calculation puts the gap between HOMO and LUMO at 11.1 eV.

Now the natural (NBO) charges, all in e: 0.975 -0.971 -0.970 -0.969 -0.958 -0.952 -0.966 0.496 0.479 0.466 0.487 0.471 0.490 0.499 0.463 0.483 0.495 0.507 0.476

We find Q to be the most stable, with the next structure 101.6 kJ/mol higher.

P.
Molecular formula: C4H6S2
Method: DFT, ωB97M-V/def2-TZVPD

Structure (ORCA input):
```
! wB97M-V def2-TZVPD RIJCOSX def2/J DEFGRID3
* xyz 0 1
S 1.57 -0.07 -0.81
S -1.69 -0.07 -1.02
C -0.74 0.80 0.29
C -0.69 -0.69 0.37
C 0.54 -1.42 -0.10
C 0.58 1.36 -0.19
H 1.24 1.88 0.55
H -1.26 -1.20 1.14
H 0.27 -2.15 -0.89
H 1.06 -1.84 0.70
H -1.37 1.36 0.98
H 0.49 2.05 -1.00
*
```

The LUMO energy comes out at 0.897 eV. The calculation puts the gap between HOMO and LUMO at 9.3 eV. Its SMILES is C1SC[C@H]2S[C@@H]12.

Now the natural (NBO) charges, all in e: 0.159 0.088 -0.297 -0.297 -0.518 -0.530 0.227 0.235 0.238 0.216 0.247 0.230

Q.
Molecular formula: C4H6S2
Method: DFT, ωB97M-V/def2-TZVPD

Structure (ORCA input):
```
! wB97M-V def2-TZVPD RIJCOSX def2/J DEFGRID3
* xyz 0 1
S -1.53 1.79 -0.02
S -2.69 -0.83 -0.47
C 1.05 -0.42 0.10
C -0.26 -0.61 0.79
C -1.48 0.07 0.13
C 1.23 0.16 -1.06
H -0.47 -1.63 0.73
H -0.19 -0.42 1.87
H 0.47 0.60 -1.71
H -0.31 2.08 0.43
H 1.89 -0.89 0.62
H 2.28 0.10 -1.40
*
```

The LUMO energy comes out at -0.223 eV. The calculation puts the gap between HOMO and LUMO at 8.6 eV. Its SMILES is C=CCC(=S)S.

Now the natural (NBO) charges, all in e: 0.134 0.041 -0.174 -0.531 -0.292 -0.413 0.245 0.236 0.213 0.124 0.210 0.207

R.
Molecular formula: C4H6S2
Method: DFT, ωB97M-V/def2-TZVPD

Structure (ORCA input):
```
! wB97M-V def2-TZVPD RIJCOSX def2/J DEFGRID3
* xyz 0 1
S -3.79 -0.41 0.14
S 2.60 -0.74 0.11
C 0.01 -0.01 -0.43
C -2.14 -0.46 -0.15
C 1.40 0.59 -0.12
C -1.04 0.30 0.29
H 1.77 1.02 -1.10
H 1.57 1.59 0.48
H -0.28 -0.78 -1.30
H -1.09 1.05 0.98
H 2.55 -0.75 1.84
H -1.55 -1.41 -0.72
*
```

The LUMO energy comes out at -0.708 eV. The calculation puts the gap between HOMO and LUMO at 7.9 eV.

Now the natural (NBO) charges, all in e: 0.001 -0.010 -0.067 -0.236 -0.630 -0.344 0.242 0.264 0.227 0.231 0.148 0.172

We find P to be the most stable, with the next structure 59.2 kJ/mol higher.